{"formula": "C38H40BFINO15P2", "method": "the ωB97M-V functional and the def2-TZVPD basis", "largest_force_ev_per_a": 12.2, "e_homo_ha": -0.332, "lumo_energy_ev": -1.66, "orbital_gap_ev": 7.3625, "symbols": ["C", "C", "H", "C", "O", "H", "I", "O", "C", "O", "H", "H", "C", "O", "H", "C", "C", "H", "C", "C", "H", "C", "H", "C", "F", "O", "H", "C", "H", "C", "O", "C", "H", "C", "C", "H", "P", "H", "O", "C", "C", "O", "C", "H", "O", "O", "C", "H", "H", "C", "B", "H", "O", "C", "C", "H", "C", "C", "C", "H", "O", "O", "C", "C", "H", "C", "H", "C", "H", "C", "H", "C", "H", "C", "C", "H", "C", "O", "H", "H", "O", "H", "H", "H", "C", "H", "H", "H", "H", "H", "H", "N", "P", "C", "H", "H", "H", "C", "H"], "xyz": [[1.14368, 0.93643, -4.93124], [-5.51812, 4.50611, -7.80905], [5.37877, -4.14304, 0.70560], [-6.48554, 6.88810, -9.04916], [-1.76081, -1.11812, -4.87386], [-6.91613, 7.78916, -9.46862], [1.16809, -0.11409, 4.76762], [4.04532, -0.75713, 11.24464], [4.67618, -3.63976, 1.52912], [-8.27994, 6.73117, -7.53006], [2.08655, -2.88209, 0.55271], [5.21523, -3.58634, 2.56629], [1.06832, -5.18547, 4.52775], [4.37555, -6.49778, 4.50314], [2.99181, -4.30691, 4.35256], [-0.98724, -0.24104, -5.23278], [0.29884, -0.02297, -4.54122], [-7.22396, 4.57152, -6.54816], [-1.75579, -1.66630, 0.64132], [-4.40287, 0.93450, -4.26339], [1.56779, 1.53241, 1.34857], [1.90784, -0.63994, 0.77934], [4.10077, 4.02654, 0.07889], [3.38229, 1.28146, 10.26642], [2.40947, -2.47455, 2.61684], [-3.72372, 4.66304, -9.32815], [0.44830, -8.59843, 4.88755], [-0.45873, 1.60039, -6.76349], [2.93664, -8.64227, 4.77519], [-1.30357, 0.64099, -6.37347], [-4.34064, -1.02085, 0.53138], [-4.96276, 2.29988, -4.22540], [-4.29628, -2.03646, 0.44007], [4.21278, -2.19261, 0.90836], [-5.27840, 2.08799, -1.80184], [4.78125, -1.60883, 8.90576], [3.10655, 2.95348, -0.06263], [3.78050, -4.41457, 1.66529], [-0.93544, -6.40756, 4.73697], [-5.33945, 6.36950, -9.50065], [4.25783, 0.12796, 7.80487], [1.60093, 2.69554, -6.43085], [-4.77164, 5.13951, -8.91419], [-4.77970, 6.82269, -10.31005], [-4.61537, 0.04940, -0.82362], [-5.06590, 2.97308, -5.24160], [-6.66422, 5.02471, -7.35755], [-3.87944, -0.80229, -3.16249], [-1.48678, -1.35266, -0.47860], [3.94218, -0.08393, 10.22843], [-2.99219, -0.69119, 1.10595], [-5.08753, 3.60505, -7.38959], [0.46308, -0.55429, 0.75194], [4.37212, -0.60595, 8.91601], [-4.71851, 0.72260, -1.83983], [-2.25040, 0.46795, -6.87086], [-4.28857, 0.20058, -3.15225], [3.26799, 2.01537, 9.15528], [1.03682, -7.69640, 4.77250], [-3.07775, 0.16837, 2.93073], [3.59479, 2.16655, 6.82665], [4.30113, -0.40633, 3.58429], [-7.23203, 6.25470, -7.94401], [2.37179, -7.71988, 4.71237], [3.39119, -0.50388, -1.10226], [3.69793, 1.49335, 7.84286], [0.51583, -0.67900, -3.70708], [2.25718, -0.47958, -0.86054], [-4.09272, 0.56556, -5.23370], [3.15356, -6.47742, 4.55627], [-0.01177, -2.47931, 1.82154], [0.82735, 1.81846, -6.07193], [4.56797, -0.24098, 6.83455], [-5.39270, 2.82190, -2.91297], [-0.34625, -1.41426, 1.51633], [5.10508, -0.07040, 3.05583], [2.61226, -2.02901, 1.20641], [-2.91346, 0.48641, 1.98965], [-2.01800, -2.81049, 0.58831], [1.76610, -1.43509, -1.36776], [2.81188, 2.84924, -1.64391], [2.09051, 1.10946, -4.43385], [1.88279, 3.51370, 0.50467], [-5.58855, 2.45693, -0.83152], [2.40329, -5.20894, 4.46761], [-0.73480, -0.87280, 2.50625], [0.50347, -4.26307, 4.46492], [4.88244, -1.28341, 1.20521], [4.40655, 1.60999, 1.34299], [1.69946, 0.46729, -1.32092], [2.85886, 3.01824, 9.16552], [3.61323, 1.40941, 0.66956], [2.98284, 0.74473, 3.26045], [2.45699, 0.73928, 1.44217], [4.31857, -2.29675, -0.27657], [-5.80183, 3.82478, -2.90273], [-0.67572, 2.25642, -7.59763], [0.28656, -6.42792, 4.68385], [3.07214, 1.65040, 11.23673]], "forces_ev_per_angstrom": [[-0.05, -0.38, 0.34], [-0.29, -0.08, 0.17], [-1.28, 1.09, 2.09], [0.39, 0.02, -0.32], [0.31, 0.44, -0.16], [-0.02, -0.02, 0.03], [0.74, 0.01, -0.83], [-0.07, 0.46, -0.68], [0.31, -0.81, -0.63], [0.64, -0.26, -0.28], [1.02, 1.89, 1.54], [-0.99, 0.07, -2.10], [0.40, 0.19, -0.05], [-0.76, 0.01, 0.02], [-0.02, 0.00, -0.03], [-0.37, -0.49, 0.23], [0.34, 0.23, 0.00], [0.04, 0.03, -0.02], [1.53, 0.44, -0.67], [0.11, -0.32, 0.18], [1.43, -2.11, 0.70], [1.29, 1.02, -2.52], [-0.51, -1.32, 0.59], [-0.14, 0.42, -0.23], [0.02, 1.31, -2.30], [-0.62, 0.30, 0.22], [-0.02, 0.04, 0.00], [-0.46, -0.21, -0.10], [0.01, 0.05, 0.00], [0.13, 0.34, -0.24], [5.03, -6.85, 8.75], [-0.02, 0.28, -0.46], [-0.04, 2.02, 0.11], [-0.65, -0.73, -1.03], [-0.06, 0.48, -0.30], [-0.02, 0.02, 0.04], [-0.82, -0.09, -6.06], [1.75, 1.98, -0.37], [0.78, -0.03, -0.04], [-0.33, 0.37, -0.05], [0.13, -0.41, 0.20], [-0.59, -0.67, 0.23], [0.65, -0.35, -0.21], [0.01, -0.03, 0.03], [-1.61, 5.66, -7.43], [0.02, -0.36, 0.56], [0.33, -0.28, -0.03], [0.04, 0.02, -0.03], [-0.57, -0.68, 2.19], [0.09, -0.55, 0.78], [-2.66, -0.42, 0.01], [-0.04, 0.12, -0.02], [1.50, -1.01, 0.70], [0.05, 0.06, -0.47], [-0.05, 0.14, 0.09], [0.04, -0.01, -0.01], [-0.02, 0.05, -0.47], [-0.06, -0.05, 0.47], [0.42, -0.26, 0.00], [0.22, 0.73, -1.81], [0.08, -0.42, 0.64], [-0.54, 1.71, -2.06], [-0.74, 0.24, 0.38], [-0.42, -0.25, 0.04], [-2.14, 0.39, 0.48], [-0.08, 0.48, -0.77], [-0.03, 0.00, -0.01], [-0.84, -1.14, -0.24], [-0.01, 0.00, 0.05], [0.86, 0.02, -0.03], [0.36, 1.99, -0.72], [0.68, 0.75, -0.26], [-0.03, 0.04, -0.02], [-0.07, -0.01, 0.42], [-3.83, -0.98, 1.35], [-1.69, -0.65, 1.27], [0.00, -1.38, -0.48], [-0.10, -2.84, -0.10], [0.38, 2.22, 0.22], [0.97, 1.91, 1.02], [1.00, -0.05, 5.42], [-0.03, 0.07, 0.02], [1.06, -0.79, 0.35], [0.02, -0.05, -0.01], [-0.35, 0.26, 0.01], [1.22, -1.10, -1.98], [0.01, -0.01, -0.01], [-1.40, -1.82, -0.29], [-0.98, -0.21, -1.04], [1.46, -1.95, 1.25], [0.01, -0.02, -0.04], [-0.44, 1.66, 1.63], [1.45, 0.32, 1.36], [-1.30, -0.27, -0.77], [-0.32, 0.32, 2.62], [0.01, -0.01, -0.04], [0.02, 0.01, 0.02], [-0.89, 0.07, 0.04], [0.02, -0.05, -0.02]]}

***

{"formula": "C38H40BN13OS2Y", "method": "the ωB97M-V functional and the def2-TZVPD basis", "e_above_lowest_kj_mol": 124.1, "total_charge": 2, "spin_multiplicity": 2, "largest_force_ev_per_a": 0.4, "e_homo_ha": [-0.480, -0.480], "lumo_energy_ev": [-5.73, -7.42], "orbital_gap_ev": [7.3351, 5.6434], "symbols": ["H", "C", "H", "C", "C", "O", "C", "S", "H", "H", "C", "H", "H", "N", "C", "C", "H", "H", "C", "C", "H", "C", "C", "C", "C", "N", "B", "H", "C", "C", "N", "H", "H", "N", "H", "N", "H", "N", "H", "H", "C", "H", "H", "C", "H", "N", "H", "C", "C", "H", "C", "H", "H", "C", "N", "C", "H", "H", "C", "C", "H", "C", "H", "H", "H", "H", "C", "N", "N", "H", "H", "C", "S", "C", "H", "H", "C", "C", "H", "C", "N", "C", "H", "C", "C", "H", "H", "C", "H", "N", "C", "N", "H", "Y", "C", "C"], "xyz": [[-4.29777, 5.15444, -3.33845], [3.23620, -1.84690, -1.37463], [3.25195, 1.04123, -1.98642], [-0.05240, -5.18711, -1.18377], [2.15954, -0.04479, 2.50670], [1.18553, 0.27023, 1.81349], [-1.22119, -3.91510, 0.68934], [-3.05787, -4.25343, 2.35648], [-5.14249, -1.33346, -2.19941], [2.58800, -4.08620, -4.55437], [-0.33601, 3.22206, -2.01352], [-4.44997, 7.11294, -1.18712], [-1.70452, -2.72517, -3.07195], [-2.02890, 1.86787, 0.85328], [3.27578, 2.08698, 5.96319], [4.05628, -3.34148, -3.26751], [-2.69539, 7.24358, -1.24482], [-2.83950, 3.64865, 1.59227], [1.44338, 2.06802, -1.43045], [5.14445, -1.14905, 0.28838], [4.04501, -0.76588, 4.31597], [3.07377, -3.12472, -4.35745], [2.85132, 1.64453, -1.17202], [-3.64794, -1.55746, 2.09237], [-2.40677, 2.69273, 1.83652], [0.11634, -2.90965, -1.03666], [-2.14991, 1.97414, -0.68958], [4.96238, -3.11646, -1.43313], [-3.52294, 6.66074, -0.83803], [2.55060, 0.66618, 3.71000], [-2.99748, 3.13243, -1.14546], [4.69119, 0.51438, 6.33042], [-3.37304, -0.67366, 1.52805], [2.97475, -1.12822, 2.12786], [-3.65327, -1.32664, 3.15698], [0.36851, 1.42461, -0.93600], [-1.05697, 3.94531, -2.36214], [-2.91024, 4.31785, -0.47304], [3.63477, -2.93517, -5.27679], [0.51519, -1.20917, -2.98916], [3.56071, 0.17359, 4.54491], [4.83972, -4.05506, -3.50638], [3.47826, 2.53006, -1.07608], [-2.94108, -1.38016, -1.93029], [-0.33625, -6.20904, -0.98616], [-1.69949, -2.63176, 0.93851], [-3.65509, 2.52955, -3.09103], [1.34385, -1.90595, -2.82697], [-4.23032, -0.85406, -1.88377], [-0.17040, 0.11619, 4.17648], [4.12690, -2.79993, -2.04620], [-3.42530, -3.07081, -3.09600], [1.13214, 2.24404, 3.34273], [-1.07220, -0.19831, 3.65211], [-0.72274, 2.16263, -1.29483], [-3.43228, 5.23362, -1.26715], [1.78548, 3.51776, 5.36966], [1.66548, 3.92312, -2.62306], [1.90534, 1.87431, 4.00589], [-0.33987, -4.06743, -0.46733], [-0.85891, -1.13630, 3.13816], [-2.72126, -2.68211, 1.76797], [3.56054, 2.64476, 6.84638], [-4.66107, -1.84581, 1.80905], [-3.48744, 6.73287, 0.24732], [2.92669, 1.07694, -0.24577], [3.91738, 0.88898, 5.67359], [-2.77556, 0.64468, -1.18457], [-2.04988, -0.47941, -1.47276], [5.63830, -2.05937, 0.64206], [-2.49048, -3.47233, -1.66833], [1.03801, 3.19878, -2.13095], [0.80604, -4.76272, -2.59987], [3.71274, -1.44516, -0.00838], [-1.57987, -5.95965, 1.39731], [1.30963, -2.07445, -4.95148], [2.27209, 2.58108, 5.13257], [-2.12720, 2.08685, 3.04740], [-4.80331, 1.19957, -1.20790], [0.72725, -3.12427, -2.17801], [2.09625, -1.36366, -1.68764], [-1.79356, -4.90199, 1.41661], [5.66698, -0.80647, -0.60343], [-3.83616, 4.66068, -2.49850], [-1.55063, 0.86427, 2.71688], [-1.82591, -0.40445, 4.41191], [2.55446, -1.04245, -4.31300], [-4.07718, 0.42481, -1.39535], [5.23073, -0.40191, 1.07335], [-1.49464, 0.73045, 1.38376], [-2.60659, -2.73487, -2.46230], [2.77061, -1.37772, 0.85212], [-2.32863, 2.47392, 4.03293], [-0.08266, -0.65200, 0.03417], [-3.53515, 3.33430, -2.38277], [2.06507, -2.00739, -4.16703]], "forces_ev_per_angstrom": [[0.02, -0.02, 0.06], [0.16, 0.02, 0.14], [-0.01, 0.00, -0.01], [0.02, -0.03, 0.02], [0.25, -0.19, 0.07], [-0.18, -0.06, -0.11], [0.11, 0.10, 0.01], [0.03, -0.03, 0.14], [0.05, 0.02, 0.01], [-0.03, -0.01, 0.00], [0.01, 0.07, 0.05], [0.00, 0.00, 0.00], [0.00, 0.02, 0.02], [-0.02, 0.04, 0.01], [0.01, 0.02, 0.02], [0.04, -0.02, 0.03], [-0.01, 0.00, -0.02], [0.02, -0.07, 0.04], [-0.03, -0.01, 0.05], [0.03, -0.02, -0.04], [-0.01, 0.01, -0.01], [0.02, -0.05, 0.02], [0.01, 0.01, 0.01], [0.01, -0.03, -0.03], [-0.05, 0.03, 0.09], [0.02, 0.04, 0.09], [0.02, -0.02, 0.02], [-0.01, 0.01, 0.00], [-0.02, 0.00, 0.01], [-0.01, 0.00, -0.01], [0.01, -0.03, 0.07], [-0.02, 0.01, -0.02], [0.01, 0.02, 0.00], [-0.19, 0.24, -0.04], [0.01, 0.01, 0.00], [0.03, 0.21, -0.13], [0.07, -0.03, 0.00], [-0.13, 0.00, -0.23], [0.01, 0.02, -0.02], [-0.04, 0.03, -0.01], [0.02, 0.00, 0.03], [-0.02, 0.01, -0.01], [-0.01, 0.00, 0.00], [-0.03, -0.04, 0.04], [0.03, 0.05, -0.02], [-0.08, -0.03, 0.11], [0.00, 0.00, 0.04], [0.03, -0.06, 0.00], [-0.04, 0.01, 0.00], [0.01, 0.01, 0.01], [-0.05, 0.04, -0.03], [0.00, 0.00, 0.00], [0.02, -0.02, 0.01], [-0.02, 0.01, 0.01], [-0.02, -0.08, -0.06], [0.05, 0.09, -0.01], [0.01, -0.02, -0.01], [-0.03, -0.03, 0.02], [0.00, 0.02, 0.01], [-0.02, 0.02, 0.03], [0.02, -0.01, -0.03], [0.00, 0.04, -0.18], [-0.01, -0.01, -0.02], [0.00, 0.00, 0.03], [0.02, 0.00, -0.01], [-0.02, 0.01, -0.01], [-0.01, -0.02, 0.00], [0.09, 0.00, -0.01], [0.03, 0.07, -0.05], [-0.01, 0.02, 0.01], [0.00, 0.02, -0.01], [0.02, 0.04, -0.03], [-0.03, -0.08, -0.07], [-0.22, -0.01, -0.17], [-0.02, 0.06, -0.01], [-0.01, -0.01, 0.00], [0.00, 0.01, 0.00], [0.01, 0.02, 0.02], [0.02, -0.02, -0.02], [0.04, 0.10, 0.06], [-0.13, 0.07, 0.00], [-0.08, -0.08, -0.05], [-0.01, 0.00, 0.01], [-0.05, 0.06, -0.01], [0.00, -0.07, -0.01], [-0.01, 0.02, 0.01], [0.02, 0.01, 0.01], [-0.03, 0.03, -0.01], [-0.01, 0.01, 0.00], [0.00, 0.05, 0.04], [-0.01, 0.00, -0.02], [0.24, -0.15, 0.15], [0.01, -0.01, -0.05], [0.06, -0.40, -0.13], [0.04, -0.05, 0.04], [-0.02, 0.02, 0.01]]}